1.
DFT (the ωB97M-V functional and the def2-TZVPD basis) results for a 2-piece molecular cluster, C5H9IN overall in a non-equilibrium geometry.

Structure (XYZ):
```
16
C5H9IN, DFT the ωB97M-V functional and the def2-TZVPD basis
C 3.602 -0.198 -1.300
C 3.186 0.814 -0.756
C -0.929 1.564 0.132
C -0.053 -0.131 1.775
C -0.312 0.280 0.542
N 0.296 -0.488 -0.594
I 2.816 2.300 0.639
H 4.023 -0.964 -1.798
H -1.802 1.426 -0.400
H -0.402 2.356 -0.461
H -1.269 2.164 0.959
H -0.561 0.511 2.521
H 0.480 -1.111 1.944
H 1.311 -0.524 -0.630
H -0.195 -0.107 -1.348
H 0.094 -1.537 -0.424
```

Results
- Highest occupied orbital energy: -13.262 eV
- Charge: +1
- Lowest unoccupied orbital energy: -3.4 eV
- Relative energy (zero: lowest compared OMol25 entry of this formula, charge and spin): 287.4 kJ/mol
- Total energy: -547.97988 hartree

Atom charges from the Löwdin analysis, given in e for atoms 1 to 6:
1. C 0.0070
2. C -0.7191
3. C -0.0670
4. C 0.0909
5. C -0.3871
6. N 0.2332

2.
DFT (the ωB97M-V functional and the def2-TZVPD basis) results for C22H22CrIN2O5 as an isolated structure.

Structure (XYZ):
```
53
C22H22CrIN2O5, DFT the ωB97M-V functional and the def2-TZVPD basis
Cr -0.130 -0.010 0.062
C 0.447 2.052 0.449
C -0.262 2.036 -0.781
C -1.598 1.651 -0.509
C -1.721 1.412 0.880
C -0.452 1.624 1.478
C -0.099 1.529 2.930
C -3.016 1.170 1.591
C -2.690 1.566 -1.523
C 0.275 2.388 -2.134
C 1.842 2.538 0.668
H 0.187 2.508 3.322
H 0.745 0.853 3.072
H -0.940 1.167 3.522
H -3.522 2.124 1.759
H -2.869 0.698 2.562
H -3.696 0.548 1.010
H -3.122 2.557 -1.683
H -3.485 0.895 -1.204
H -2.322 1.195 -2.478
H 0.014 3.415 -2.401
H -0.137 1.738 -2.907
H 1.362 2.302 -2.166
H 2.327 2.010 1.487
H 1.823 3.604 0.913
H 2.459 2.419 -0.224
O 4.063 -1.418 -4.090
C 3.102 -1.171 -3.177
C 1.742 -1.219 -3.490
C 0.843 -0.945 -2.486
N 1.246 -0.625 -1.264
C 2.534 -0.633 -0.940
C 3.511 -0.893 -1.871
C 2.732 -0.426 0.550
O 3.846 -0.440 1.034
O 1.603 -0.315 1.172
C -0.672 -1.043 -2.578
O -1.213 -1.255 -3.645
O -1.226 -0.906 -1.418
H 3.663 -1.614 -4.945
H 1.375 -1.478 -4.476
H 4.553 -0.903 -1.586
I 1.063 -4.522 3.910
C -0.313 -3.377 2.851
C -1.661 -3.426 3.156
C -2.529 -2.663 2.395
C -2.013 -1.874 1.385
N -0.705 -1.791 1.118
C 0.133 -2.541 1.839
H -2.024 -4.054 3.958
H -3.595 -2.682 2.573
H -2.656 -1.313 0.723
H 1.182 -2.463 1.604
```

Results
- Highest occupied orbital energy (spin up / spin down): -8.785 / -8.237 eV
- Multiplicity: 2
- Charge: 0
- Expectation value of S²: 0.7644
- Lowest unoccupied orbital energy (spin up / spin down): 0.1 / -0.2 eV
- Relative energy (zero: lowest compared OMol25 entry of this formula, charge and spin): 31.0 kJ/mol
- Total energy: -2679.53689 hartree

Atom charges from the Löwdin analysis, given in e for atoms 1 to 6:
1. Cr 0.7691
2. C -0.2638
3. C -0.2502
4. C -0.2428
5. C -0.2483
6. C -0.2638